# 1
95
Properties=species:S:1:pos:R:3:forces:R:3:lowdin_charge:R:1 method="wB97M-V/def2-TZVPD" energy_ha=-6091.32372 total_charge=-1 e_lumo_ev=1.8 e_above_lowest_kj_mol=0.0
C -0.114 -0.721 -0.647 -0.961 -0.593 -0.017 -0.091
C -1.139 -2.539 6.308 0.015 0.072 0.163 -0.069
C 4.061 4.403 3.049 0.004 0.153 -0.194 -0.080
Br 2.874 -6.489 -2.367 -0.346 0.074 0.140 0.200
H 5.526 0.902 1.603 0.035 0.012 -0.022 0.043
H 3.833 3.422 2.639 -0.003 -0.021 0.031 0.056
H -3.901 -1.279 -0.735 0.057 -0.061 -0.080 0.046
H -4.762 -5.242 -1.475 -0.001 0.126 0.211 0.079
H 5.044 -1.244 -6.538 -0.001 0.012 0.001 0.073
N 4.151 6.171 1.128 0.081 0.016 -0.042 0.122
H -0.522 0.632 1.114 0.122 -0.109 0.158 0.013
H -3.446 3.765 -1.836 0.065 -0.030 0.004 0.078
H -5.296 9.087 0.785 0.012 0.006 -0.002 0.081
C -4.535 0.451 1.498 -0.001 -0.161 0.086 -0.277
N -4.640 1.181 0.619 0.037 0.043 0.042 0.144
P 2.170 -4.487 -3.213 0.709 0.719 -1.148 0.591
H -4.341 4.476 -0.483 -0.022 -0.034 0.078 0.025
H -1.654 -3.230 -2.419 -0.031 0.588 -0.173 0.151
H -5.079 8.589 -0.902 0.027 -0.006 0.008 0.083
C 7.234 3.727 -0.029 -0.007 -0.206 0.032 -0.065
O 0.896 -4.972 -4.212 0.276 -0.214 0.604 -0.462
H 4.905 -1.048 -4.779 -0.019 -0.006 0.018 0.081
O 1.176 -2.023 -2.000 0.388 -0.254 -1.053 -0.014
B 1.370 -3.458 -1.698 -1.222 -0.766 0.453 -1.012
N -1.080 0.108 3.764 -0.106 0.042 0.136 0.150
Cl 0.619 -2.075 -4.891 -0.316 0.312 -0.096 0.777
C 0.906 1.766 4.116 -0.191 -0.214 0.029 -0.062
C -5.678 8.444 -0.005 0.032 -0.145 0.030 -0.064
N 4.092 1.284 4.357 0.083 0.011 0.057 0.127
H -1.287 -1.612 5.755 0.014 -0.015 -0.043 0.045
C -0.997 -2.959 -1.590 1.208 -1.022 1.060 -0.191
H -3.371 -0.571 2.915 0.008 0.010 0.004 0.041
H 0.836 -5.932 -4.176 -0.191 -0.075 -0.021 0.000
H 0.999 2.402 3.238 -0.014 -0.011 -0.033 0.081
C -5.600 7.046 0.416 0.001 0.188 -0.067 -0.258
C 4.510 -1.571 -5.648 -0.069 -0.169 -0.001 -0.075
C 4.674 -3.014 -5.470 0.070 0.219 0.040 -0.311
C 2.154 -2.696 0.687 0.397 -0.490 -1.106 -0.481
N -5.539 5.948 0.740 -0.125 0.055 0.098 0.145
C -0.313 -0.050 0.328 0.239 0.198 -0.256 0.117
C 7.497 2.309 0.228 0.021 0.203 -0.075 -0.270
H 6.171 -0.374 2.641 0.035 0.049 -0.003 0.086
H 0.736 2.387 4.993 0.018 0.005 0.016 0.084
C -0.757 -0.804 -2.980 0.393 -0.223 -0.177 -0.532
C 4.111 5.397 1.975 -0.034 -0.141 0.164 -0.286
H 5.022 4.359 3.558 -0.007 -0.040 0.029 0.080
H -5.025 -0.187 3.438 0.000 0.005 0.000 0.080
H -0.521 0.048 -6.222 -0.046 -0.198 0.027 0.061
C 4.608 0.754 3.479 0.134 -0.052 -0.264 -0.247
H -5.399 -2.120 -0.338 -0.026 -0.139 -0.081 0.087
C -0.217 0.845 3.938 0.188 0.091 -0.099 -0.250
Cl -1.960 0.377 -2.468 0.051 -0.372 -0.309 0.731
C -2.564 5.464 -0.974 -0.173 -0.133 0.016 -0.295
C -4.896 -4.275 -1.953 0.101 0.276 -0.245 -0.062
H 3.426 -3.384 -0.813 0.007 -0.037 0.091 0.107
N -3.966 -3.262 -1.435 -0.191 -0.762 0.175 -0.169
C -3.353 4.237 -0.860 0.211 0.007 -0.136 -0.087
C -0.493 -0.878 -4.283 -0.079 0.270 0.093 -0.680
C -1.775 -3.051 -0.257 -1.184 0.432 -0.265 -0.019
H 3.452 -1.333 -5.752 -0.015 -0.001 0.040 0.049
H -6.712 8.708 -0.215 -0.004 0.000 0.002 0.079
N 4.806 -4.138 -5.294 0.228 -0.103 -0.248 0.120
H -2.870 3.542 -0.176 -0.025 -0.034 -0.010 0.070
N -0.811 -2.019 8.846 -0.004 0.012 0.049 0.110
C 2.425 -3.631 -0.447 0.085 0.413 0.658 -0.058
H -2.129 -0.319 -5.568 -0.020 0.030 0.002 0.081
H 6.197 3.862 -0.331 -0.003 0.033 0.004 0.079
H 2.456 -4.646 -0.045 -0.247 -0.054 -0.193 0.084
C -1.125 0.022 -5.314 0.424 -0.073 -0.155 -0.146
H -0.260 -3.047 5.916 0.003 0.005 -0.019 0.085
C -0.955 -2.249 7.731 -0.023 -0.048 -0.208 -0.289
H 7.886 4.084 -0.824 -0.003 0.007 -0.006 0.081
H -4.696 -4.414 -3.020 -0.197 0.094 -0.005 0.081
H -4.746 -1.490 2.263 0.015 -0.008 -0.009 0.076
N 7.703 1.198 0.429 0.050 0.048 -0.001 0.140
C -4.412 -0.509 2.599 0.054 0.126 -0.173 -0.060
C -4.620 -2.008 -1.109 0.217 0.585 0.009 -0.093
H -5.073 -1.564 -1.996 -0.003 -0.091 -0.022 0.089
C -3.141 -3.729 -0.379 0.860 0.573 0.236 -0.430
O 2.812 -1.778 1.056 0.118 0.451 0.454 0.111
H -1.204 -3.617 0.470 0.119 0.025 -0.079 0.122
H -1.976 -2.067 0.187 0.145 -0.001 -0.156 0.105
N -1.965 6.440 -1.064 -0.017 0.064 0.001 0.106
H -2.009 -3.178 6.171 0.001 -0.011 -0.005 0.081
C -0.143 -1.648 -1.839 -0.357 1.464 1.126 -0.421
F 0.982 -2.953 1.311 -0.126 -0.115 0.267 0.092
H 4.590 -0.580 1.860 -0.095 -0.026 -0.020 0.059
O -3.475 -4.589 0.400 -0.239 -0.443 -0.142 0.088
C 5.264 0.137 2.326 -0.211 -0.124 0.236 -0.052
H 1.829 1.201 4.247 -0.077 0.076 0.009 0.035
O 0.004 -3.954 -1.511 -0.103 -0.110 0.178 -0.020
H -1.177 1.047 -4.948 -0.148 -0.049 0.116 0.053
H 7.420 4.306 0.873 -0.009 0.020 -0.005 0.079
H 3.291 4.672 3.769 -0.004 -0.008 0.016 0.081
H -5.923 -3.932 -1.813 -0.059 -0.226 -0.031 0.077

# 2
170
Properties=species:S:1:pos:R:3:forces:R:3:lowdin_charge:R:1 method="wB97M-V/def2-TZVPD" energy_ha=-6299.89863 total_charge=+1 spin_multiplicity=6 e_lumo_ev="-3.2 / -3.8" s2=8.754
C 1.729 0.217 6.138 0.010 0.133 -0.917 -0.015
H 5.977 -6.151 1.171 -0.041 0.120 0.239 0.095
H 1.222 -2.713 6.243 0.147 0.618 0.204 0.113
H -1.159 -1.949 10.191 0.620 -0.022 0.131 0.090
H 1.899 -3.176 -1.359 -0.035 -0.024 -0.205 0.093
N 4.998 -4.808 0.273 -1.789 -0.361 0.597 -0.120
O 0.565 6.355 -1.213 0.200 0.016 1.193 -0.103
H 0.058 8.744 1.129 0.094 -0.119 -0.053 0.072
C 0.161 -2.463 6.284 -0.789 -0.713 -0.718 -0.176
H 1.622 -0.394 9.546 -0.126 -0.330 0.596 0.086
S -4.877 0.753 -2.517 1.001 0.716 0.200 0.540
F -3.823 1.668 -1.684 0.094 -0.207 0.621 -0.218
C -3.209 -1.664 2.908 -1.023 1.320 -1.043 -0.031
C -1.808 -3.995 0.250 -0.022 -1.455 -0.567 -0.506
C 1.357 -1.305 9.008 -0.109 0.824 -1.222 -0.015
C 4.865 -3.383 0.490 1.348 0.919 -0.256 -0.515
C -0.497 1.299 -6.842 0.161 0.148 -0.943 -0.502
H -2.450 6.825 -1.856 -0.243 0.033 0.276 0.071
H -0.560 -2.703 -0.962 0.055 0.089 0.019 0.058
C -1.206 7.571 -0.193 -0.509 0.145 0.056 -0.514
H -0.496 3.763 -0.104 -0.375 -0.046 0.374 0.057
N 0.326 2.494 -7.049 1.121 -0.045 0.915 -0.084
C -0.436 -2.443 7.694 -0.339 0.186 -1.435 -0.128
H -2.025 -0.781 9.308 0.182 -0.015 -0.271 0.089
C 0.181 4.123 0.673 0.462 0.354 -0.961 -0.044
H -2.068 -6.033 -0.408 -0.182 -0.087 -0.201 0.102
H 1.921 4.423 -9.308 0.102 -0.063 -0.015 0.089
C 2.977 -5.042 -1.015 -0.505 0.259 -0.943 -0.152
H -3.188 6.819 0.413 0.272 -0.264 -0.172 0.125
H 2.335 -5.365 -0.192 0.242 0.117 0.318 0.111
H 1.346 5.625 2.712 -0.028 -0.334 -0.186 0.094
H 4.884 -2.031 2.169 -0.205 -0.046 0.016 0.087
H -4.352 -3.785 3.791 -0.334 0.280 -0.074 0.099
H -4.923 -3.645 2.071 -0.323 -0.186 0.273 0.087
C 1.563 4.179 -8.311 -0.665 0.090 0.548 -0.029
O -0.065 1.196 8.286 0.697 0.084 -0.101 -0.005
C -0.609 -4.418 1.080 -0.311 -0.151 1.844 -0.122
H 5.313 -4.446 -2.531 -0.186 -0.060 -0.128 0.063
C -0.416 8.836 0.152 0.123 0.372 0.263 -0.014
C -0.406 0.838 -5.402 -0.496 -0.530 0.130 -0.031
S 0.104 -0.015 0.475 1.200 0.456 4.297 0.506
H -3.192 -5.557 0.876 0.050 -0.255 -0.062 0.065
H -2.842 8.424 0.940 0.137 0.115 -0.326 0.127
H -2.096 -3.212 -1.718 0.252 0.025 -0.215 0.068
H 6.942 -2.574 0.321 -0.003 -0.478 -0.038 0.081
H 0.145 3.496 1.558 -0.013 -0.089 -0.019 0.087
C -0.672 3.498 -9.191 0.118 0.490 0.135 -0.020
C 1.219 1.915 -9.203 1.069 -0.638 0.014 -0.150
O 0.679 0.017 -2.324 1.282 -0.278 0.253 -0.180
H -4.172 -3.200 0.030 -0.535 0.331 -0.437 0.114
H -1.211 2.689 -9.674 -0.194 -0.050 0.259 0.073
H -0.630 1.623 -4.681 0.103 0.084 -0.099 0.054
H 2.016 0.782 5.243 -0.008 -0.055 0.025 0.082
C -2.377 7.446 0.791 -0.055 0.344 0.862 -0.137
O -0.016 3.541 -6.133 -0.837 -0.175 -0.575 -0.094
H 6.243 -5.762 -1.918 -0.053 -0.413 -0.254 0.087
H 2.264 -0.729 6.071 -0.037 -0.035 0.219 0.071
C -4.112 -3.925 2.740 1.233 -0.381 -0.522 -0.007
H -3.121 -1.471 3.974 0.015 -0.419 0.083 0.091
H -0.282 -3.278 5.692 -0.016 -0.251 0.467 0.093
H -0.972 -2.793 3.499 0.081 0.120 -0.277 0.096
C -1.257 -3.528 -1.089 -0.626 0.849 -0.101 -0.012
H 1.169 4.032 0.212 0.056 -0.161 0.221 0.090
H -1.526 -2.427 7.561 0.010 -0.238 0.097 0.122
H 3.353 -1.779 0.035 0.760 0.154 -0.267 0.111
O 6.218 -5.328 0.733 0.488 0.265 -0.577 0.004
H 3.691 -7.616 -1.076 0.125 0.159 -0.314 0.087
H -0.157 -5.307 0.647 0.318 0.286 -0.420 0.125
H 3.884 -7.030 0.558 0.070 -0.134 -0.036 0.090
H 3.520 -3.306 -2.109 -0.332 0.107 -0.174 0.110
O -5.918 -1.510 -3.525 -0.359 0.299 -0.483 -0.230
H -2.425 8.626 -1.633 -0.501 -0.314 0.316 0.099
H -1.331 7.626 2.738 0.155 0.161 -0.335 0.117
H 2.074 0.791 6.995 -0.034 -0.051 0.068 0.086
H 5.966 -3.373 2.332 -0.216 -0.377 0.320 0.078
O 0.847 -1.202 0.667 -0.594 -0.627 -0.747 -0.214
S -0.469 0.678 -1.876 -2.213 -0.655 -1.702 0.498
H -1.342 4.122 -8.590 -0.157 -0.164 -0.049 0.080
C 0.465 0.602 -9.179 -0.088 -0.831 0.549 -0.171
H -0.399 0.510 -9.840 -0.108 0.408 0.073 0.107
H 0.535 0.345 -5.164 0.221 0.383 -0.019 0.095
H -2.308 2.528 -7.024 -0.037 0.020 -0.181 0.077
C -1.001 -1.023 9.637 -1.723 0.402 0.033 -0.048
H 4.731 -6.081 -2.910 0.310 -0.182 -0.103 0.087
C 5.986 -2.579 -0.204 -0.076 1.206 0.034 -0.024
H 0.072 -3.580 1.217 0.390 -0.007 -0.720 0.111
H 5.670 -1.527 -0.186 0.086 -0.036 0.030 0.080
H -2.047 4.924 1.547 0.126 -0.117 -0.032 0.126
O -0.589 2.090 -1.903 -0.086 0.263 0.283 -0.361
O -3.625 -1.626 -4.414 0.772 0.414 0.217 -0.206
H -0.489 -0.665 -7.691 0.179 -0.124 0.104 0.132
H 2.799 -3.208 0.769 0.193 0.259 0.138 0.104
H 1.260 6.932 -0.869 0.449 0.014 -0.413 0.102
H 2.071 -1.291 8.182 0.027 -0.525 0.029 0.060
C -1.860 7.693 -1.566 0.984 0.958 -0.999 -0.047
H 1.131 -0.216 -9.471 0.020 0.199 -0.472 0.113
Rb -0.622 4.603 -3.216 0.213 0.017 0.060 0.932
N -0.382 6.362 -0.151 -1.986 -0.478 -1.263 -0.107
C -1.279 5.580 1.972 -0.091 0.509 -0.303 -0.133
C 0.194 0.054 6.189 0.366 0.300 0.388 -0.507
H -0.120 -5.193 3.050 0.217 0.740 0.169 0.122
H 2.116 5.906 1.158 -0.069 0.075 -0.182 0.086
O -4.569 1.076 -3.857 0.032 -0.151 -0.247 -0.224
H -2.807 6.725 2.786 -0.137 0.409 -0.127 0.118
O 0.825 1.214 0.481 -0.327 -0.066 -1.242 -0.233
H 2.550 -5.528 -1.902 0.176 -0.110 0.015 0.124
C 4.963 -3.111 2.002 0.349 0.604 -0.668 -0.029
H -1.392 -1.327 5.482 -0.092 0.639 0.213 0.109
S -4.520 -1.617 -3.328 -1.180 -2.525 0.392 0.507
C 2.915 -3.544 -1.228 1.020 0.587 0.148 -0.162
C 0.155 0.216 -7.714 -0.055 0.287 -0.601 -0.121
H 0.067 2.169 5.574 -0.310 0.052 0.521 0.084
H -1.173 0.069 -5.275 0.055 0.052 0.075 0.083
C -0.085 -1.161 8.441 1.406 -0.558 1.133 -0.530
H 0.354 9.091 -0.579 -0.026 -0.110 -0.051 0.089
N -2.523 -2.947 0.977 1.271 1.151 0.195 -0.049
H -0.426 1.071 4.365 0.127 -0.353 0.086 0.066
F -0.729 0.141 1.835 -0.384 -0.404 -0.534 -0.189
C 3.518 -2.852 0.003 -2.037 -1.842 0.870 -0.141
O -3.625 -2.425 0.227 0.118 -0.745 0.388 -0.108
H -2.618 0.866 -6.656 0.089 0.003 0.046 0.085
H 2.226 1.698 -8.813 -0.251 0.123 0.554 0.129
H -4.234 -1.403 2.599 -0.133 -0.398 0.497 0.084
H 0.044 -1.248 4.498 0.149 0.129 0.054 0.112
N -4.189 -0.696 -2.005 -0.932 1.420 -1.983 -0.383
H -2.126 -4.008 4.089 0.280 0.506 0.364 0.126
H -0.947 5.132 2.909 -0.072 0.086 0.077 0.126
H -2.682 -0.839 2.413 0.789 -0.390 0.113 0.051
C -0.464 1.222 5.450 -0.033 0.147 -0.312 -0.034
H 2.381 3.920 -7.642 0.119 0.020 -0.090 0.092
H 4.153 -3.619 2.520 0.188 -0.154 0.213 0.082
C 4.333 -7.005 -0.443 -0.131 0.232 0.794 -0.041
F -1.593 0.174 -2.850 -0.214 0.167 0.232 -0.167
H -1.640 -5.649 2.574 -0.280 0.302 -0.279 0.112
C 0.558 3.024 -8.383 0.364 0.062 -1.420 -0.522
H -0.331 4.148 -10.000 0.111 -0.024 0.051 0.091
H -3.491 -5.002 -0.762 0.155 -0.143 -0.190 0.084
O -6.121 1.056 -1.948 -0.565 -0.151 0.621 -0.194
H -0.152 -3.379 8.170 -0.013 0.307 0.645 0.125
H -0.752 -0.188 10.289 0.407 -0.240 0.161 0.081
C 4.410 -5.516 -0.851 0.331 -1.243 -0.100 -0.525
C -1.660 -3.577 3.197 -0.173 -1.454 0.328 -0.120
C -2.862 -3.069 2.407 -0.505 0.791 0.621 -0.486
C 1.206 6.081 1.728 -0.528 0.773 0.865 -0.012
F -4.362 -3.049 -2.662 0.451 0.446 0.291 -0.161
C -0.305 -1.220 5.536 1.145 -0.743 -0.233 -0.159
H -2.207 1.264 -8.279 0.291 0.272 -0.145 0.083
H -0.731 -4.326 -1.606 -0.068 -0.166 0.108 0.105
H 1.047 5.055 -7.912 0.234 0.122 -0.007 0.079
C -0.981 -4.768 2.527 -0.306 -0.722 -0.421 -0.153
C -1.943 6.940 2.148 -0.222 -1.019 0.847 -0.170
Mn -3.100 -0.451 -0.342 -0.083 -1.093 0.443 1.056
H 1.091 7.142 1.966 0.306 0.039 -0.179 0.072
H 5.324 -7.454 -0.383 -0.035 -0.110 -0.170 0.081
H -3.844 -4.977 2.641 -0.372 -0.068 -0.124 0.073
C -1.966 1.514 -7.249 -0.568 -0.360 0.604 -0.003
H 6.149 -2.787 -1.261 -0.061 -0.410 0.075 0.073
N -1.150 -0.066 -0.543 2.136 1.366 -0.748 -0.363
H 1.519 2.241 -10.204 -0.782 0.229 -0.148 0.128
C 5.221 -5.469 -2.157 -0.027 1.000 0.450 -0.019
H -1.527 1.269 5.699 0.081 0.300 0.191 0.089
H -0.895 3.803 -6.460 -0.024 0.353 0.221 0.070
H -1.069 9.705 0.258 -0.077 -0.051 -0.299 0.094
H 1.422 -2.239 9.555 0.259 0.186 0.383 0.087
C -2.702 -5.232 -0.038 -0.093 0.596 0.560 0.006
N -0.266 -0.006 7.577 -1.843 -0.032 -0.476 -0.114
C -0.079 5.590 1.033 1.331 -0.941 0.209 -0.521
H 1.145 -0.011 -7.312 -0.210 -0.174 0.440 0.122
H -0.869 1.704 8.137 -0.091 -0.089 0.073 0.106
H -1.122 7.880 -2.360 0.150 -0.366 0.198 0.079